A structure of composition C29H47N5OSSbSe4SiTl. Source: the Open Molecules 2025 dataset; level of theory: wB97M-V/def2-TZVPD.

Frontier orbital gap   4.8 eV
E   -331667.748 eV
Lowest unoccupied orbital energy   0.1366 Ha

Geometry as ORCA input:
```
! wB97M-V def2-TZVPD RIJCOSX def2/J DEFGRID3
* xyz -2 1
Tl 0.10 -0.04 -0.52
N -3.16 -3.27 -0.24
C -1.91 -2.77 0.03
S -0.71 -2.84 -1.19
N -1.76 -2.34 1.27
N -0.65 -1.58 1.46
C -0.09 -1.62 2.61
C -0.48 -2.59 3.69
C 0.47 -3.47 4.19
C 0.15 -4.38 5.19
C -1.15 -4.41 5.69
C -2.10 -3.53 5.20
C -1.77 -2.63 4.19
C 0.95 -0.61 2.92
C 1.38 -0.39 4.23
C 2.24 0.66 4.49
C 2.64 1.48 3.45
C 2.17 1.19 2.18
N 1.38 0.16 1.91
H -3.36 -3.31 -1.22
H -3.89 -2.86 0.33
H 1.48 -3.44 3.79
H 0.90 -5.06 5.56
H -1.41 -5.12 6.47
H -3.11 -3.56 5.58
H -2.52 -1.96 3.79
H 1.01 -1.02 5.02
H 2.57 0.85 5.50
H 3.28 2.34 3.61
H 2.41 1.83 1.34
Se -2.86 3.03 -4.18
Sb -2.54 3.12 -1.76
Se -4.48 3.60 -0.33
Se -0.64 4.54 -1.17
Se -2.30 0.54 -1.31
C -2.60 3.85 3.39
N -1.40 3.41 2.68
C -0.34 4.36 2.38
C -1.37 2.22 2.03
C -2.47 1.24 2.35
O -0.45 1.96 1.27
H -2.48 4.90 3.64
H -2.75 3.29 4.32
H -3.48 3.76 2.75
H -0.44 5.21 3.05
H -0.39 4.68 1.34
H 0.63 3.89 2.55
H -2.55 1.10 3.43
H -2.27 0.30 1.85
H -3.43 1.62 1.96
C 1.57 2.41 -3.35
C 2.63 1.79 -2.42
C 4.02 2.01 -3.05
C 2.57 2.62 -1.13
Si 2.23 -0.06 -2.09
C 1.69 -0.98 -3.72
C 2.60 -0.61 -4.91
C 1.74 -2.51 -3.63
C 0.24 -0.61 -4.08
C 3.69 -1.01 -1.23
C 4.79 -1.41 -2.23
C 4.38 -0.17 -0.15
C 3.16 -2.27 -0.53
H 1.72 3.49 -3.40
H 0.55 2.28 -2.98
H 1.61 2.01 -4.36
H 4.15 3.08 -3.24
H 4.15 1.49 -4.00
H 4.83 1.70 -2.39
H 2.66 3.68 -1.38
H 3.37 2.37 -0.44
H 1.60 2.53 -0.63
H 3.65 -0.85 -4.73
H 2.53 0.44 -5.19
H 2.27 -1.19 -5.78
H 2.75 -2.90 -3.53
H 1.33 -2.92 -4.56
H 1.15 -2.91 -2.82
H 0.07 0.45 -4.21
H -0.48 -0.95 -3.33
H -0.02 -1.11 -5.02
H 5.17 -0.56 -2.80
H 4.47 -2.17 -2.94
H 5.64 -1.83 -1.67
H 4.92 0.68 -0.56
H 5.12 -0.80 0.36
H 3.69 0.19 0.60
H 2.64 -2.95 -1.21
H 2.46 -2.02 0.26
H 4.00 -2.81 -0.08
*
```